(1)
Molecular formula: C33H60Cl3F4KN2NaO22P2S
Method: DFT, wB97M-V/def2-TZVPD

- gap between HOMO and LUMO (eV) = 3.2
- E_LUMO (Ha) = -0.2057
- net charge = +1

Last column: Löwdin charge in e.
Element x y z (Å)
C -1.43353 -6.20423 1.11817  0.023
C -1.23915 -5.06210 0.47732  -0.105
C -1.00136 -3.79143 1.20052  -0.116
C 0.17223 -3.57338 1.85216  0.024
C 1.23740 -4.66111 1.80899  -0.489
O 1.61264 -5.05303 2.89428  0.135
O 1.76752 -5.25089 0.72946  -0.111
P 1.57233 -4.67245 -0.86951  0.776
O 3.08102 -4.33579 -1.35045  -0.196
O 1.29943 -6.06240 -1.53510  -0.257
C 0.39448 -2.32234 2.56291  -0.046
C 1.74914 -2.18467 3.18587  -0.132
C 2.55627 -1.06018 2.52846  -0.160
C 3.11248 -1.46245 1.14596  -0.126
C 2.25042 -1.03364 -0.03790  -0.247
O 1.56990 0.19093 0.17254  -0.069
C -0.55719 -1.31987 2.66952  -0.079
P -0.19341 0.20900 3.62554  0.463
O 0.82463 0.05862 4.64955  -0.196
O -1.49906 0.84618 4.26907  -0.073
O 0.27757 1.24933 2.55125  -0.077
N -1.75622 -1.51898 2.00327  -0.044
C -2.83963 -0.41792 2.05556  0.039
C -2.35749 0.96152 1.26501  -0.458
O -1.49157 0.88855 0.39529  -0.092
O -2.83716 2.09642 1.62622  0.137
C -3.30262 2.97695 0.51360  -0.342
C -2.28581 3.64364 -0.36313  0.043
O -4.47325 3.11768 0.42097  0.231
C -1.98288 -2.73583 1.25861  -0.144
C -3.32542 -3.04355 0.39729  -0.139
C -4.50103 -3.41166 1.30641  -0.168
C -5.79343 -2.73751 0.83777  -0.211
C -6.66001 -2.35296 2.02808  -0.244
S -6.94620 -0.60846 2.13584  0.581
O -6.39007 0.05574 0.96912  -0.334
O -8.33382 -0.39237 2.25328  -0.246
O -6.26133 0.03291 3.40216  -0.151
H -0.97821 -7.13907 0.77237  0.104
H -2.07209 -6.15996 2.02100  0.065
H -1.21587 -5.08906 -0.62854  0.097
H 2.97317 -3.66866 -2.03568  0.057
H 0.45284 -6.12463 -2.22011  0.122
H 2.35623 -3.07561 3.12702  0.104
H 1.58632 -2.02034 4.24644  0.124
H 3.43304 -0.93219 3.15618  0.115
H 2.05401 -0.11067 2.52496  0.068
H 4.06574 -0.95255 1.06455  0.120
H 3.29333 -2.53460 1.16436  0.111
H 1.51503 -1.79870 -0.29463  0.066
H 2.92410 -0.88918 -0.88064  0.124
H 1.78807 0.82024 -0.51295  0.084
H -1.84052 0.24995 4.95019  0.117
H 0.75449 1.91570 3.07073  0.132
H -3.79001 -0.70727 1.54492  0.124
H -3.14478 -0.21430 3.06813  0.120
H -1.29841 3.44365 0.03498  0.086
H -2.33486 3.16565 -1.33529  0.105
H -2.45068 4.70956 -0.40002  0.082
H -3.16328 -3.72102 -0.43786  0.133
H -3.65157 -2.05795 -0.08118  0.074
H -4.62714 -4.48086 1.42415  0.124
H -4.27178 -2.98038 2.28109  0.112
H -5.58975 -1.89763 0.17804  0.086
H -6.33512 -3.46837 0.24392  0.123
H -7.63269 -2.80532 1.91577  0.112
H -6.26885 -2.65839 3.01332  0.049
H -5.33425 0.16773 3.19351  0.046
C -1.55809 -6.42600 -3.86055  -0.388
O -1.24766 -5.51124 -2.88620  -0.430
H -2.38827 -7.12563 -3.62838  0.051
H -1.88047 -6.00903 -4.83592  0.054
H -0.75289 -7.11850 -4.15838  0.024
C 6.28602 -1.38186 6.27302  -0.090
C 5.34806 -2.51730 5.91120  -0.312
O 5.18675 -2.62180 4.49355  -0.097
H 5.90676 -0.43637 5.88442  0.075
H 6.39963 -1.29677 7.35396  0.077
H 7.27213 -1.54024 5.83102  0.074
H 4.35998 -2.34667 6.33604  0.109
H 5.72956 -3.46827 6.29513  0.109
H 6.05433 -2.78387 4.11297  0.080
K -1.74612 -1.12435 -0.34969  1.050
F -6.81687 -2.10698 4.51293  -0.647
Na -1.40237 -7.75455 2.95906  0.821
C 3.73773 5.79763 0.05513  -0.116
C 3.17521 5.24199 -1.23224  -0.183
O 4.17090 4.52426 -1.99950  0.051
C 4.41668 3.29575 -1.59977  -0.418
O 3.90526 2.74652 -0.66781  0.155
C 5.43696 2.62756 -2.53506  -0.558
F 6.47383 3.43171 -2.78312  0.170
F 4.86904 2.32120 -3.70477  0.176
F 5.91111 1.50646 -2.00492  0.176
H 4.60872 6.42173 -0.14150  0.010
H 2.98763 6.39110 0.56767  0.064
H 4.06183 5.00180 0.72255  0.061
H 2.83960 6.05605 -1.87011  0.119
H 2.31478 4.59760 -1.05202  0.122
C -1.34160 5.29495 -5.74745  -0.080
C -1.38954 3.85197 -6.22088  -0.275
O -2.06605 2.98014 -5.33106  -0.167
C -3.41395 3.27269 -5.08915  -0.302
C -4.28321 3.22586 -6.33447  -0.071
H -0.92019 5.35490 -4.74194  0.072
H -0.72956 5.89260 -6.42264  0.079
H -2.33520 5.74407 -5.71501  0.067
H -0.37219 3.46822 -6.29565  0.118
H -1.82264 3.78473 -7.22359  0.111
H -3.51046 4.23930 -4.57903  0.107
H -3.75704 2.51637 -4.38774  0.111
H -4.01329 4.00826 -7.04450  0.069
H -5.33104 3.36582 -6.06973  0.081
H -4.17127 2.26792 -6.84300  0.085
C 7.51829 4.75547 0.33845  -1.531
Cl 6.56973 6.08141 1.01352  0.609
Cl 9.03423 5.34629 -0.33168  0.556
Cl 7.81539 3.51685 1.55967  0.538
H 6.94910 4.30825 -0.46397  -0.018
O 0.19284 -8.88647 -5.55782  -0.061
H 0.91546 -8.29999 -5.80018  0.034
H 0.46775 -9.74855 -5.88413  0.033
C -0.24467 8.33120 -1.77558  0.061
N 0.01949 7.32311 -0.71196  -0.429
O -0.84610 6.50818 -0.47595  0.062
O 1.09084 7.38637 -0.15052  0.063
H -1.23171 8.15142 -2.18296  0.097
H -0.18537 9.31257 -1.31572  0.106
H 0.51983 8.21018 -2.53681  0.102

(2)
Molecular formula: C33H61BrF9N3O8
Method: DFT, wB97M-V/def2-TZVPD

- gap between HOMO and LUMO (eV) = 9.2
- SMILES = CCN[C@@]1(CCC(F)(F)C(F)(F)C(F)(F)C(F)(F)F)[C@@H](O)OC(=O)[C@@]1(Br)CCCCCCCCOC.COCCNCCOC.COCCNCCOC
- E_LUMO (Ha) = 0.0151

Last column: Löwdin charge in e.
Element x y z (Å)
C -1.30648 -3.06639 1.11398  -0.076
C -1.57234 -1.58226 1.36620  -0.264
N -0.84954 -0.75186 0.42674  0.013
C -0.42080 0.54623 0.89580  -0.380
C 0.66186 0.47033 1.96507  -0.113
C 2.10101 0.16356 1.52098  -0.043
C 2.28593 -1.06336 0.66788  -0.410
F 1.56337 -2.09271 1.19248  0.118
F 1.86981 -0.87310 -0.60728  0.128
C 3.76667 -1.56890 0.65839  -0.342
F 3.90682 -2.42894 1.71141  0.134
F 4.64635 -0.57396 0.87497  0.141
C 4.15156 -2.36687 -0.60826  -0.333
F 3.17184 -3.28794 -0.80472  0.154
F 5.30200 -3.02200 -0.39032  0.168
C 4.26728 -1.51293 -1.91940  -0.480
F 4.44963 -0.20772 -1.64563  0.166
F 3.15233 -1.64560 -2.67281  0.144
F 5.33047 -1.95308 -2.63466  0.161
C 0.02556 1.44030 -0.26331  -0.299
O -0.44324 0.94128 -1.48473  0.044
O -0.44573 2.77427 -0.05414  0.094
C -1.14551 2.84363 1.12055  -0.497
O -1.31414 3.87655 1.71523  0.121
C -1.64149 1.41576 1.41312  -0.573
Br -1.96304 1.38289 3.34540  0.889
C -2.90817 1.28945 0.55727  -0.178
C -4.11528 2.07499 1.05097  -0.195
C -5.34228 1.71594 0.18104  -0.192
C -6.40962 0.93089 0.96002  -0.189
C -7.28602 0.03922 0.05151  -0.197
C -8.73871 0.51028 0.05256  -0.207
C -9.74497 -0.45230 -0.57680  -0.178
C -9.73026 -1.84751 -0.00424  -0.264
O -10.22622 -1.78502 1.31550  -0.180
C -10.37808 -3.05752 1.90935  -0.103
H -2.15152 -3.65650 1.45179  0.067
H -1.15804 -3.26012 0.05914  0.074
H -0.44152 -3.41390 1.66217  0.057
H -1.30041 -1.36462 2.38908  0.089
H -2.65246 -1.44372 1.31303  0.100
H -1.30252 -0.68747 -0.46895  0.118
H 0.39600 -0.21169 2.75890  0.102
H 0.71184 1.45440 2.42237  0.117
H 2.66994 0.00390 2.42715  0.113
H 2.54777 1.03124 1.05256  0.133
H 1.09894 1.56529 -0.36047  0.151
H -0.03728 1.46780 -2.17351  0.115
H -2.64952 1.68248 -0.42034  0.131
H -3.15524 0.24998 0.38849  0.104
H -3.90364 3.13154 0.95478  0.114
H -4.34850 1.81567 2.07300  0.067
H -5.76618 2.60530 -0.27070  0.111
H -5.01693 1.07254 -0.63185  0.096
H -5.89539 0.32386 1.69476  0.106
H -7.05310 1.66177 1.43578  0.107
H -7.23102 -0.96659 0.44891  0.094
H -6.88699 0.03708 -0.95652  0.108
H -8.78025 1.44024 -0.50780  0.113
H -9.03332 0.70763 1.07650  0.108
H -9.61865 -0.49632 -1.65488  0.114
H -10.73878 -0.05567 -0.38710  0.114
H -10.38917 -2.47306 -0.61028  0.119
H -8.73997 -2.29941 -0.03174  0.112
H -9.55066 -3.24453 2.58805  0.084
H -11.30861 -3.08183 2.46116  0.083
H -10.41547 -3.84252 1.15895  0.081
C 7.72389 3.10253 7.34603  -0.115
O 7.75530 3.09362 5.93257  -0.192
C 8.55288 2.06375 5.36314  -0.218
C 7.70233 1.00652 4.69198  -0.216
N 6.96029 0.21636 5.66642  -0.049
C 5.93833 -0.65726 5.09560  -0.192
C 4.79265 -0.02727 4.31048  -0.238
O 3.88548 0.72585 5.09522  -0.180
C 4.27431 2.05900 5.37394  -0.094
H 7.25983 4.03746 7.65516  0.088
H 7.13252 2.27447 7.75201  0.077
H 8.73272 3.05940 7.76582  0.087
H 9.21427 1.61956 6.11226  0.122
H 9.18036 2.53294 4.60045  0.121
H 8.35572 0.33905 4.12235  0.124
H 7.04152 1.52046 3.98126  0.105
H 6.52048 0.83872 6.32993  0.068
H 5.49632 -1.21253 5.92591  0.122
H 6.43531 -1.39033 4.45215  0.120
H 4.20380 -0.85182 3.89977  0.105
H 5.13273 0.56176 3.44946  0.108
H 4.83578 2.50093 4.54691  0.090
H 4.86289 2.12313 6.29252  0.073
H 3.36477 2.63996 5.52632  0.089
C 0.65391 2.00685 -8.44625  -0.115
O 1.72447 1.08924 -8.34733  -0.191
C 2.46638 1.17033 -7.13759  -0.217
C 2.22242 -0.03225 -6.25092  -0.214
N 0.87364 -0.02780 -5.69746  -0.048
C 0.48156 -1.26960 -5.03174  -0.196
C 0.45085 -2.56028 -5.84381  -0.225
O -0.56921 -2.61988 -6.82224  -0.177
C -0.27053 -1.99392 -8.05546  -0.100
H 0.30187 1.98620 -9.47612  0.089
H -0.18270 1.73857 -7.79174  0.077
H 0.97951 3.02395 -8.21030  0.087
H 2.24994 2.10165 -6.60628  0.121
H 3.52420 1.18242 -7.41423  0.122
H 2.94091 -0.01183 -5.42575  0.119
H 2.42356 -0.92853 -6.85176  0.106
H 0.21415 0.16380 -6.43887  0.067
H -0.52295 -1.11081 -4.63218  0.120
H 1.14144 -1.41881 -4.17283  0.101
H 0.22861 -3.36949 -5.14381  0.123
H 1.42333 -2.79914 -6.29109  0.113
H 0.78836 -2.08155 -8.31118  0.089
H -0.56149 -0.93970 -8.05401  0.072
H -0.85596 -2.49426 -8.82676  0.088